8
Properties=species:S:1:pos:R:3:mulliken_spin:R:1 method="wB97M-V/def2-TZVPD" homo_lumo_gap_ev="6.89 / 6.72" lumo_energy_ev="-0.937 / -1.351" energy_ha=-1685.9336 mol_weight_g_mol=139.98 e_above_lowest_kcal_mol=0.0 spin_multiplicity=5
O -2.374 -1.199 -0.814 0.01
C -1.400 -0.433 -0.415 0.08
C -0.484 0.344 -0.200 -0.02
H -2.147 -1.696 -1.612 0.00
C 0.764 0.797 0.451 0.19
C 0.934 0.406 1.742 0.84
O 1.874 0.845 -0.344 0.31
Co 2.832 0.935 1.192 2.58

***

16
Properties=species:S:1:pos:R:3:lowdin_charge:R:1 method="wB97M-V/def2-TZVPD" homo_lumo_gap_ev=10.00 lumo_energy_ev=1.155 energy_ha=-234.5260 mol_weight_g_mol=82.15 e_above_lowest_kcal_mol=48.0
C -0.784 -0.653 1.094 -0.19
C 0.728 -0.689 0.913 -0.19
C 1.098 0.460 -0.001 -0.25
C 0.392 1.584 -0.749 -0.06
C 0.070 0.166 -1.076 -0.28
C -1.208 -0.323 -0.358 -0.16
H -1.158 0.073 1.831 0.11
H -1.126 -1.639 1.416 0.10
H 0.894 -1.560 0.133 0.15
H 1.338 -0.824 1.812 0.10
H 2.152 0.442 -0.272 0.13
H -0.412 2.218 -0.371 0.10
H 1.104 2.122 -1.371 0.10
H 0.498 -0.581 -1.740 0.14
H -2.007 0.427 -0.410 0.11
H -1.578 -1.224 -0.851 0.10

***

13
Properties=species:S:1:pos:R:3:lowdin_charge:R:1 method="wB97M-V/def2-TZVPD" charge=+1 homo_lumo_gap_ev=8.70 lumo_energy_ev=-6.785 energy_ha=-473.0135 mol_weight_g_mol=126.09
C 4.382 -1.626 0.501 -0.40
C -0.629 1.298 -0.635 0.02
C 0.472 -0.676 -0.074 -0.08
C -0.990 3.821 -0.093 0.26
C -0.792 2.701 -0.394 0.01
N -0.278 -1.216 -0.921 0.21
O 5.474 -1.749 0.191 0.27
O 3.285 -1.398 0.763 0.18
O 0.313 0.775 0.054 0.11
H -1.377 0.787 -1.230 0.16
H 1.379 -1.082 0.386 0.11
H -0.954 4.870 0.017 0.08
H -0.495 -2.116 -1.129 0.06